# C21H28N4O2

C21H28N4O2 in the gas phase (ωB97M-V with the def2-TZVPD basis set, the OMol25 dataset).

Geometry as XYZ:
```
55
Properties=species:S:1:pos:R:3:forces:R:3
C 6.8650 0.6995 0.3524 0.2 0.1 0.1
H 7.7649 0.0939 0.4484 0.0 0.1 0.0
O 5.8564 -0.1822 -0.0746 -0.3 -0.2 -0.1
C 4.6033 0.3154 -0.2835 -0.1 -0.1 0.0
C 4.2268 1.6403 -0.0965 0.4 0.0 0.1
C 2.9178 2.0267 -0.3303 -0.1 -0.2 -0.1
C 1.9568 1.1170 -0.7480 0.0 0.0 -0.1
C 2.3484 -0.2022 -0.9482 0.1 0.1 0.0
C 3.6477 -0.6024 -0.7191 0.3 0.0 0.1
H 3.9521 -1.6262 -0.8701 0.0 -0.1 0.0
H 1.6222 -0.9270 -1.2863 -0.1 0.0 0.0
C 0.5337 1.5419 -0.9687 0.0 0.1 0.1
H 0.4723 2.1689 -1.8608 -0.1 0.0 0.0
H -0.0762 0.6548 -1.1549 0.0 0.0 0.0
C -0.0596 2.3071 0.2374 -0.1 0.1 -0.1
N -1.3232 1.7511 0.6591 0.1 -0.1 0.1
C -2.4929 2.2477 0.2202 -0.2 -0.3 0.4
O -2.5737 3.2617 -0.4483 -0.1 0.3 -0.3
C -3.7656 1.5160 0.6710 -0.2 0.0 -0.1
C -3.5762 0.1344 1.3074 0.0 0.4 0.3
N -3.1292 -0.8406 0.3422 -0.2 0.1 0.0
C -1.9136 -1.4125 0.3865 0.5 -0.3 0.2
N -1.6351 -2.3607 -0.5150 -0.2 -0.1 -0.2
C -0.4571 -2.9562 -0.4305 0.2 0.1 0.2
C 0.4705 -2.6039 0.5473 -0.2 0.0 0.0
C 0.1237 -1.5718 1.4093 0.1 -0.3 -0.1
N -1.0640 -0.9860 1.3365 -0.1 0.0 0.1
C 1.0795 -1.0451 2.4303 0.0 0.0 0.0
H 1.8995 -0.5340 1.9259 0.1 0.0 0.0
H 1.4982 -1.8619 3.0142 0.1 0.0 0.1
H 0.5746 -0.3453 3.0904 0.0 0.0 0.0
H 1.4306 -3.0878 0.6123 0.1 -0.1 0.0
C -0.1601 -4.0175 -1.4412 0.0 0.0 0.0
H 0.7455 -3.7694 -1.9925 0.1 0.0 -0.1
H -0.9921 -4.1098 -2.1329 0.0 0.0 0.0
H 0.0006 -4.9713 -0.9414 0.0 -0.1 0.0
C -4.0155 -1.0132 -0.7833 0.0 0.0 -0.6
H -3.5819 -1.7654 -1.4415 -0.2 0.1 0.1
C -4.1901 0.3260 -1.5015 -0.2 -0.1 0.2
C -4.7101 1.3854 -0.5324 0.2 0.2 -0.1
H -4.7725 2.3514 -1.0347 -0.1 0.0 0.1
H -5.7086 1.1086 -0.1857 0.0 0.0 0.0
H -4.8837 0.2061 -2.3347 0.0 0.0 -0.1
H -3.2271 0.6473 -1.9029 0.1 0.0 -0.1
H -4.9871 -1.3689 -0.4191 0.0 0.0 0.0
H -2.8818 0.1556 2.1469 -0.1 0.0 -0.1
H -4.5542 -0.1968 1.6830 0.1 0.1 0.0
H -4.2325 2.1763 1.4115 0.1 0.0 0.0
H -1.2689 0.8319 1.0940 -0.1 0.2 0.1
H -0.2379 3.3528 -0.0200 0.1 -0.1 0.1
H 0.6289 2.2571 1.0852 0.0 0.0 -0.1
H 2.6440 3.0614 -0.1851 0.0 0.1 0.0
H 4.9405 2.3811 0.2283 0.1 0.0 0.0
H 7.0414 1.4945 -0.3795 0.0 0.0 0.0
H 6.6255 1.1461 1.3232 0.0 0.0 0.0
```
Positions in Å, forces in eV/Å.

Calculated total energy (Eh): -1186.579484
SMILES: COc1ccc(CCNC(=O)[C@H]2CCCN(c3nc(C)cc(C)n3)C2)cc1
HOMO-LUMO gap (eV): 9.0
Total charge: 0
Highest occupied orbital energy (Eh): -0.302

# C21H28N4O3

C21H28N4O3 in the gas phase (ωB97M-V with the def2-TZVPD basis set, the OMol25 dataset).

Geometry as XYZ:
```
56
Properties=species:S:1:pos:R:3:forces:R:3
C -4.0889 -2.0968 -0.2421 0.0 -0.2 -0.1
H -3.9039 -2.0496 -1.3216 0.0 0.0 0.0
O -4.4793 -0.8305 0.2556 0.2 0.5 0.2
C -3.4799 0.1221 0.2198 0.2 0.1 0.0
C -3.4965 1.0885 -0.7908 -0.1 -0.2 0.1
C -2.4992 2.0485 -0.8117 0.2 -0.1 0.2
C -1.4758 2.0546 0.1341 -0.7 -0.1 -0.2
C -1.5041 1.1069 1.1552 0.0 0.1 -0.2
C -2.5023 0.1493 1.2218 -0.2 -0.1 0.0
C -2.5369 -0.8330 2.3504 0.0 -0.1 0.0
H -2.1272 -0.3881 3.2542 0.0 0.0 0.1
H -3.5596 -1.1498 2.5400 0.0 0.0 0.1
H -1.9426 -1.7138 2.0999 -0.1 0.0 0.1
H -0.7670 1.1236 1.9442 0.1 0.0 0.1
C -0.4120 3.0740 -0.0150 0.4 0.0 0.3
O -0.6068 4.1389 -0.5547 0.0 0.0 0.0
C 0.9753 2.6541 0.4660 0.1 0.3 -0.3
H 0.8788 2.2376 1.4710 0.0 -0.1 0.0
C 1.4706 1.5381 -0.4620 -0.4 -0.1 -0.2
N 2.6970 0.9738 0.0590 0.1 0.2 0.2
C 3.1791 -0.2490 -0.2550 -0.4 0.0 -0.2
O 4.2093 -0.6745 0.2389 0.3 -0.3 0.0
C 2.3755 -1.0531 -1.2688 0.3 -0.3 0.0
H 1.3289 -1.1125 -0.9622 0.0 0.1 -0.1
C 2.9419 -2.4610 -1.4433 -0.1 0.1 0.2
H 4.0134 -2.3971 -1.6322 0.0 0.0 0.0
H 2.4578 -2.9462 -2.2925 0.0 0.0 0.0
C 2.7365 -3.3195 -0.1902 0.6 0.1 -0.4
N 1.3413 -3.4549 0.1212 -0.6 0.2 0.5
C 0.5834 -2.7176 0.9466 -0.1 -0.2 -0.1
N -0.6727 -3.1019 0.8748 -0.2 0.2 0.3
C -0.6371 -4.0999 -0.0312 0.3 0.2 0.1
N 0.5601 -4.3365 -0.5093 0.2 -0.6 -0.7
H -1.5049 -4.6497 -0.3313 -0.2 -0.2 -0.1
H 0.9653 -1.9411 1.5774 0.2 0.2 0.1
H 3.2446 -2.8553 0.6568 -0.1 -0.1 0.0
H 3.1407 -4.3195 -0.3595 -0.1 0.1 0.1
H 2.4074 -0.5204 -2.2222 -0.1 0.0 0.0
C 3.5163 1.8657 0.8661 0.5 0.1 0.1
H 3.1999 1.8277 1.9152 0.1 0.0 0.0
C 3.4073 3.2882 0.3299 -0.1 -0.1 0.2
C 1.9739 3.8133 0.4791 0.0 0.0 -0.1
H 1.8651 4.3643 1.4142 0.0 0.1 0.0
H 1.7323 4.4994 -0.3342 0.0 0.0 0.1
H 3.7039 3.2857 -0.7204 0.1 0.0 0.0
H 4.1039 3.9310 0.8674 0.1 0.0 -0.1
H 4.5427 1.4959 0.8121 -0.2 0.1 0.1
H 0.7016 0.7641 -0.5272 0.1 0.1 -0.1
H 1.6252 1.9492 -1.4690 -0.1 0.0 0.0
H -2.4903 2.8032 -1.5843 0.0 0.1 -0.1
C -4.5698 1.0809 -1.8364 0.0 -0.1 0.0
H -5.4367 0.5310 -1.4802 -0.1 0.0 -0.1
H -4.2057 0.6028 -2.7464 -0.1 0.0 -0.1
H -4.8641 2.0975 -2.0852 0.0 0.1 -0.1
H -3.1912 -2.4719 0.2556 0.0 0.0 0.0
H -4.9245 -2.7670 -0.0480 0.0 0.0 0.0
```
Positions in Å, forces in eV/Å.

Calculated total energy (Eh): -1261.785708
SMILES: COc1c(C)cc(C(=O)[C@@H]2CCCN(C(=O)CCCn3cncn3)C2)cc1C
HOMO-LUMO gap (eV): 9.5
Total charge: 0
Highest occupied orbital energy (Eh): -0.331

# C21H28N4O4

C21H28N4O4 in the gas phase at a distorted geometry (ωB97M-V with the def2-TZVPD basis set, the OMol25 dataset).

Geometry as XYZ:
```
57
Properties=species:S:1:pos:R:3:forces:R:3
C -5.5085 -1.3300 -0.5941 0.1 0.0 0.0
C -4.6247 -0.6218 0.3862 0.2 -0.2 0.0
C -4.9284 0.6707 0.7919 0.1 0.0 0.1
C -4.1098 1.3659 1.6627 0.0 0.1 0.0
C -2.9727 0.7570 2.1615 0.0 0.0 0.0
C -2.6551 -0.5333 1.7801 0.1 -0.3 0.0
C -3.4613 -1.2217 0.8803 -0.2 0.2 0.1
O -3.1940 -2.5217 0.4866 -0.3 0.2 0.1
C -1.8756 -2.8362 0.1158 0.4 0.0 -0.4
C -1.5682 -2.3988 -1.3364 0.1 -0.2 0.6
N -1.8936 -1.0222 -1.5942 -0.4 -0.1 -0.3
C -1.3319 0.0528 -0.9994 -0.3 0.3 -0.3
C -0.1108 -0.0431 -0.3221 0.2 -0.2 0.1
C 0.4979 1.0373 0.3081 -0.5 0.0 -0.1
N 1.6584 0.9100 1.0296 0.0 -0.1 0.3
C 2.3056 -0.3661 1.2307 0.1 -0.3 -0.2
H 1.5697 -1.1659 1.2922 0.0 0.0 0.0
C 3.3365 -0.6439 0.1338 -0.1 -0.1 0.2
N 4.3371 0.4101 0.1579 0.0 0.1 -0.1
C 3.6977 1.6978 -0.0551 -0.1 0.1 0.2
H 4.4615 2.4773 -0.0162 0.0 0.0 0.0
C 2.6580 1.9559 1.0418 0.3 0.3 -0.3
H 2.2080 2.9328 0.8844 0.0 0.0 0.1
H 3.1550 1.9457 2.0164 0.0 0.1 0.0
H 3.1968 1.7474 -1.0396 0.0 0.0 0.0
C 5.4233 0.1791 -0.7766 0.1 -0.2 0.1
H 6.0204 1.0963 -0.8189 0.0 0.0 0.0
C 6.3419 -0.9590 -0.3133 -0.3 0.2 0.2
O 7.5372 -1.0086 -1.0499 0.4 0.1 -0.3
H 8.0118 -0.1771 -0.9376 0.0 -0.1 0.0
H 5.8747 -1.9326 -0.4716 0.0 0.1 0.1
H 6.5416 -0.8342 0.7602 -0.1 0.0 -0.1
H 5.0601 -0.0316 -1.7971 0.0 0.1 0.0
H 3.8237 -1.5995 0.3277 -0.1 0.0 0.0
H 2.8314 -0.6959 -0.8479 0.0 0.0 0.0
H 2.8326 -0.3136 2.1890 0.0 -0.1 0.0
C -0.1674 2.2858 0.2601 0.1 0.1 0.0
C -1.3456 2.4132 -0.4111 -0.1 -0.1 -0.2
C -1.9507 1.3313 -1.0682 1.1 -0.1 0.7
N -3.1664 1.5733 -1.7152 -0.8 0.3 -0.4
O -3.6730 2.6811 -1.6213 -0.1 0.0 -0.1
O -3.7007 0.6696 -2.3698 -0.1 0.1 -0.1
H -1.8556 3.3633 -0.4494 0.0 0.0 0.0
H 0.2343 3.1398 0.7785 0.0 0.1 0.0
H 0.3758 -1.0030 -0.3250 0.1 -0.1 0.0
H -2.7983 -0.8299 -2.0196 0.4 0.0 0.1
H -0.5118 -2.5993 -1.5466 0.0 -0.1 0.0
H -2.1719 -2.9979 -2.0195 0.1 0.0 0.0
H -1.1504 -2.3883 0.8018 -0.1 -0.1 0.0
H -1.7955 -3.9247 0.1832 0.1 0.1 0.0
H -1.7741 -1.0013 2.1944 0.1 -0.1 0.0
H -2.3282 1.2813 2.8510 0.1 0.0 0.1
H -4.3581 2.3762 1.9485 0.0 0.1 0.0
H -5.8163 1.1419 0.3969 -0.1 0.1 -0.1
H -5.2393 -2.3795 -0.6647 -0.1 0.0 -0.1
H -5.4020 -0.8657 -1.5754 -0.1 0.0 -0.1
H -6.5512 -1.2467 -0.2954 -0.1 0.0 0.0
```
Positions in Å, forces in eV/Å.

Calculated total energy (Eh): -1336.899395
SMILES: Cc1ccccc1OCCNc1cc(N2CCN(CCO)CC2)ccc1[N+](=O)[O-]
HOMO-LUMO gap (eV): 8.0
Total charge: 0
Highest occupied orbital energy (Eh): -0.295

Question: Among the records above, which one has the highest calculated total energy?
Answer: C21H28N4O2

Question: total charge of number 1 (C21H28N4O2)?
Answer: 0

Copy entry 2 word for word.
# C21H28N4O3

C21H28N4O3 in the gas phase (ωB97M-V with the def2-TZVPD basis set, the OMol25 dataset).

Geometry as XYZ:
```
56
Properties=species:S:1:pos:R:3:forces:R:3
C -4.0889 -2.0968 -0.2421 0.0 -0.2 -0.1
H -3.9039 -2.0496 -1.3216 0.0 0.0 0.0
O -4.4793 -0.8305 0.2556 0.2 0.5 0.2
C -3.4799 0.1221 0.2198 0.2 0.1 0.0
C -3.4965 1.0885 -0.7908 -0.1 -0.2 0.1
C -2.4992 2.0485 -0.8117 0.2 -0.1 0.2
C -1.4758 2.0546 0.1341 -0.7 -0.1 -0.2
C -1.5041 1.1069 1.1552 0.0 0.1 -0.2
C -2.5023 0.1493 1.2218 -0.2 -0.1 0.0
C -2.5369 -0.8330 2.3504 0.0 -0.1 0.0
H -2.1272 -0.3881 3.2542 0.0 0.0 0.1
H -3.5596 -1.1498 2.5400 0.0 0.0 0.1
H -1.9426 -1.7138 2.0999 -0.1 0.0 0.1
H -0.7670 1.1236 1.9442 0.1 0.0 0.1
C -0.4120 3.0740 -0.0150 0.4 0.0 0.3
O -0.6068 4.1389 -0.5547 0.0 0.0 0.0
C 0.9753 2.6541 0.4660 0.1 0.3 -0.3
H 0.8788 2.2376 1.4710 0.0 -0.1 0.0
C 1.4706 1.5381 -0.4620 -0.4 -0.1 -0.2
N 2.6970 0.9738 0.0590 0.1 0.2 0.2
C 3.1791 -0.2490 -0.2550 -0.4 0.0 -0.2
O 4.2093 -0.6745 0.2389 0.3 -0.3 0.0
C 2.3755 -1.0531 -1.2688 0.3 -0.3 0.0
H 1.3289 -1.1125 -0.9622 0.0 0.1 -0.1
C 2.9419 -2.4610 -1.4433 -0.1 0.1 0.2
H 4.0134 -2.3971 -1.6322 0.0 0.0 0.0
H 2.4578 -2.9462 -2.2925 0.0 0.0 0.0
C 2.7365 -3.3195 -0.1902 0.6 0.1 -0.4
N 1.3413 -3.4549 0.1212 -0.6 0.2 0.5
C 0.5834 -2.7176 0.9466 -0.1 -0.2 -0.1
N -0.6727 -3.1019 0.8748 -0.2 0.2 0.3
C -0.6371 -4.0999 -0.0312 0.3 0.2 0.1
N 0.5601 -4.3365 -0.5093 0.2 -0.6 -0.7
H -1.5049 -4.6497 -0.3313 -0.2 -0.2 -0.1
H 0.9653 -1.9411 1.5774 0.2 0.2 0.1
H 3.2446 -2.8553 0.6568 -0.1 -0.1 0.0
H 3.1407 -4.3195 -0.3595 -0.1 0.1 0.1
H 2.4074 -0.5204 -2.2222 -0.1 0.0 0.0
C 3.5163 1.8657 0.8661 0.5 0.1 0.1
H 3.1999 1.8277 1.9152 0.1 0.0 0.0
C 3.4073 3.2882 0.3299 -0.1 -0.1 0.2
C 1.9739 3.8133 0.4791 0.0 0.0 -0.1
H 1.8651 4.3643 1.4142 0.0 0.1 0.0
H 1.7323 4.4994 -0.3342 0.0 0.0 0.1
H 3.7039 3.2857 -0.7204 0.1 0.0 0.0
H 4.1039 3.9310 0.8674 0.1 0.0 -0.1
H 4.5427 1.4959 0.8121 -0.2 0.1 0.1
H 0.7016 0.7641 -0.5272 0.1 0.1 -0.1
H 1.6252 1.9492 -1.4690 -0.1 0.0 0.0
H -2.4903 2.8032 -1.5843 0.0 0.1 -0.1
C -4.5698 1.0809 -1.8364 0.0 -0.1 0.0
H -5.4367 0.5310 -1.4802 -0.1 0.0 -0.1
H -4.2057 0.6028 -2.7464 -0.1 0.0 -0.1
H -4.8641 2.0975 -2.0852 0.0 0.1 -0.1
H -3.1912 -2.4719 0.2556 0.0 0.0 0.0
H -4.9245 -2.7670 -0.0480 0.0 0.0 0.0
```
Positions in Å, forces in eV/Å.

Calculated total energy (Eh): -1261.785708
SMILES: COc1c(C)cc(C(=O)[C@@H]2CCCN(C(=O)CCCn3cncn3)C2)cc1C
HOMO-LUMO gap (eV): 9.5
Total charge: 0
Highest occupied orbital energy (Eh): -0.331